The following is a DFT calculation (ωB97M-V/def2-TZVPD) of C33H43CuN5P2 as an isolated structure.

Its max |F| is 3.56 eV/Å. The calculation puts the orbital gap (alpha / beta) at 7.1 / 6.3 eV. The multiplicity is 2. As for the lowest unoccupied orbital energy (alpha / beta): -0.52 / -1.29 eV. The total energy comes out at -105579.842 eV.

Geometry (Å):
1 Cu 0.01221 -2.48268 2.24309
2 C -0.88340 2.52410 3.49540
3 C -1.17567 1.52130 2.65201
4 C -0.65765 1.20490 1.26625
5 C 0.66502 0.37000 1.26373
6 C 1.86459 1.08852 1.83555
7 C 1.94998 2.33644 2.31825
8 C 1.00572 3.50061 2.11687
9 C -0.03358 3.72972 3.22711
10 C 1.39239 -2.48592 3.65826
11 H -1.19428 2.40582 4.53224
12 H -1.90299 0.76628 3.02556
13 H -0.53866 2.11523 0.64814
14 H -1.43845 0.62412 0.75497
15 H 0.42422 -0.62502 1.77012
16 H 0.90417 0.01450 0.25255
17 H 2.74770 0.43423 1.93823
18 H 2.89553 2.64624 2.80007
19 H 0.47010 3.35973 1.17270
20 H 1.66593 4.38338 1.99980
21 H 0.46261 4.09092 4.14221
22 H -0.67630 4.55783 2.90101
23 H 1.40214 -1.93529 4.61525
24 H 2.18198 -2.01392 3.03001
25 H 1.55168 -3.57964 3.87563
26 P 1.66935 -1.02782 -2.39018
27 P -1.88162 -0.66011 -2.22603
28 N 3.00894 0.07494 -2.71480
29 N 2.36827 -2.28493 -3.47502
30 N -2.15541 1.08766 -2.47311
31 N -3.42256 -1.01791 -3.06983
32 C 0.58621 -0.23023 -3.65164
33 C -0.81482 -0.88791 -3.73703
34 C 4.03721 0.27246 -1.77647
35 C 5.03841 1.02272 -2.38081
36 C 4.63098 1.29172 -3.73350
37 C 3.38455 0.68978 -3.90998
38 C 2.59655 -3.59455 -3.05538
39 C 3.08059 -4.34006 -4.12768
40 C 3.13062 -3.47255 -5.27125
41 C 2.72023 -2.20987 -4.83227
42 C -2.48867 2.06365 -1.51167
43 C -2.25801 3.33145 -2.05311
44 C -1.73969 3.14429 -3.39678
45 C -1.74498 1.77679 -3.63716
46 C -4.11752 -0.38100 -4.10853
47 C -5.23312 -1.14776 -4.43844
48 C -5.17883 -2.34098 -3.63938
49 C -4.04208 -2.25705 -2.84687
50 H 1.01176 -0.28682 -4.67065
51 H 0.53601 0.84082 -3.37748
52 H -1.35889 -0.54246 -4.63385
53 H -0.70820 -1.97895 -3.85530
54 H 3.92658 -0.14984 -0.78632
55 H 5.94607 1.35398 -1.89853
56 H 5.16993 1.85778 -4.49317
57 H 2.76430 0.69536 -4.79969
58 H 2.38033 -3.86303 -2.02902
59 H 3.34442 -5.38996 -4.10594
60 H 3.39343 -3.73138 -6.29479
61 H 2.67034 -1.27519 -5.38257
62 H -2.90035 1.79800 -0.53213
63 H -2.39260 4.27653 -1.51583
64 H -1.34942 3.86118 -4.13100
65 H -1.50712 1.27109 -4.58333
66 H -3.78209 0.55228 -4.52436
67 H -6.00393 -0.87944 -5.14806
68 H -5.88902 -3.15584 -3.64469
69 H -3.60808 -2.92799 -2.12120
70 C 0.64493 1.22724 6.25810
71 C -0.46964 0.26088 6.18320
72 C -1.53092 0.06098 7.14466
73 C -2.25301 -1.05124 6.70465
74 C -1.62442 -1.46907 5.48900
75 C -1.98084 -2.67196 4.75990
76 N -0.57331 -0.65303 5.17891
77 H 1.15002 1.15437 7.23593
78 H 0.30475 2.26415 6.11387
79 H 1.35575 0.97242 5.46294
80 H -1.68438 0.68845 8.01278
81 H -3.09313 -1.55900 7.16262
82 H -1.56040 -3.54871 5.27595
83 H -3.08194 -2.75615 4.72470
84 H -1.51655 -2.69957 3.74259



The following is a DFT calculation (ωB97M-V/def2-TZVPD) of one molecule with the formula C4H6N2O2.

As for the SMILES: CN[C@H](C#N)C(=O)O. Its max |F| is 2.58 eV/Å. The calculation puts the orbital gap at 10.8 eV. As for the lowest unoccupied orbital energy: 0.37 eV. The total energy comes out at -11319.128 eV.

Geometry (Å):
1 C 1.78957 -0.02295 -0.71227
2 C -0.28763 1.01528 -1.53312
3 C -0.63959 -0.97065 1.41231
4 C 0.34924 -0.10989 -0.61275
5 N 2.91121 -0.01078 -0.94947
6 N 0.01330 0.18257 0.80161
7 O -1.18765 1.78923 -0.87080
8 O -0.15058 1.10650 -2.72136
9 H 0.06326 -1.64298 1.93676
10 H -1.31180 -0.48171 2.10160
11 H -1.22984 -1.55497 0.69951
12 H 0.22375 -1.23372 -0.96866
13 H -1.41040 1.59985 0.07449
14 H 0.86716 0.33422 1.34213



The following is a DFT calculation (ωB97M-V/def2-TZVPD) of C4H7NaO3 as an isolated structure.

The total charge is -1. Its max |F| is 1.84 eV/Å. The calculation puts the orbital gap (alpha / beta) at 5.0 / 5.2 eV. The multiplicity is 2. As for the lowest unoccupied orbital energy (alpha / beta): 2.11 / 2.10 eV. The total energy comes out at -14817.804 eV.

Geometry (Å):
1 O 1.32385 0.08304 0.89734
2 C -1.62693 -1.82782 0.16153
3 O -1.27958 -2.11283 1.33092
4 O -2.09192 -0.47140 0.22457
5 C -3.04255 -0.04212 -0.71812
6 H -2.74173 -0.33517 -1.73354
7 H -4.00974 -0.51498 -0.50106
8 H -3.12789 1.05393 -0.70616
9 C 2.43409 0.06584 0.10234
10 H 3.27293 -0.53849 0.53642
11 H 2.21524 -0.46269 -0.86672
12 C 2.97745 1.41398 -0.23818
13 H 2.29228 2.24411 -0.42883
14 H 4.05274 1.56711 -0.36514
15 Na -0.64824 -0.12251 2.30463



The following is a DFT calculation (ωB97M-V/def2-TZVPD) of one molecule with the formula C4H9NOS.

As for the SMILES: O=CNCCCS. Its max |F| is 1.02 eV/Å. The calculation puts the orbital gap at 9.7 eV. As for the lowest unoccupied orbital energy: 0.72 eV. The total energy comes out at -18666.671 eV.

Geometry (Å):
1 C -0.61859 0.74461 0.83396
2 N 0.78234 1.09926 0.69867
3 C 1.44338 1.46220 -0.43382
4 O 2.64937 1.50965 -0.51005
5 C -1.19269 -0.09786 -0.30344
6 C -0.63896 -1.53500 -0.36558
7 S 1.03335 -1.78216 -1.03064
8 H -1.21193 1.64557 0.99258
9 H -0.74514 0.17030 1.74582
10 H 1.40736 0.95427 1.47646
11 H 0.77266 1.75154 -1.26289
12 H -1.00034 0.38195 -1.26476
13 H -2.27747 -0.16123 -0.19346
14 H -1.24711 -2.08902 -1.08436
15 H -0.82314 -2.01917 0.58597
16 H 1.66693 -2.03490 0.11554



The following is a DFT calculation (ωB97M-V/def2-TZVPD) of C15H24F5N2O5PS5SbSe4W as an isolated structure.

Its max |F| is 1.80 eV/Å. The calculation puts the orbital gap (alpha / beta) at 5.3 / 5.5 eV. The multiplicity is 2. As for the lowest unoccupied orbital energy (alpha / beta): -2.53 / -2.52 eV. The total energy comes out at -375967.334 eV.

Geometry (Å):
1 W -0.33317 0.01350 -0.45790
2 S -0.68468 1.20908 4.13147
3 Sb -0.06712 2.13420 2.22741
4 S 1.31721 0.20396 1.01217
5 S -1.85501 1.18954 0.69295
6 Se 2.76472 -0.91280 -1.90995
7 Se 3.56772 -2.44188 -3.21801
8 Se 0.51545 -3.72318 -2.67820
9 Se 0.70460 -2.33638 -0.96446
10 F -3.43850 -0.82792 -0.15127
11 C -2.45161 -0.82332 -1.09583
12 F -2.82972 0.18691 -1.96138
13 C -2.78829 -2.10851 -1.87102
14 F -2.12174 -2.21411 -3.01977
15 F -4.07830 -2.12174 -2.18917
16 F -2.54215 -3.17828 -1.10184
17 O -6.59380 -0.81654 3.15091
18 C -5.88557 -1.33715 4.26581
19 N -4.50324 -1.44526 3.89716
20 C -3.85453 -2.63836 3.84209
21 O -4.30702 -3.67768 4.28818
22 C -2.48594 -2.59230 3.22427
23 C -1.51037 -3.45511 3.68753
24 C -0.24771 -3.37225 3.13652
25 C -0.02577 -2.46122 2.12015
26 N -0.97003 -1.67000 1.62857
27 C -2.17232 -1.73390 2.18454
28 H -7.52433 -1.04252 3.23587
29 H -6.21983 -2.33385 4.53787
30 H -5.99133 -0.66920 5.11933
31 H -4.05822 -0.62430 3.52170
32 H -1.75278 -4.15814 4.47689
33 H 0.56442 -3.99812 3.48399
34 H 0.95934 -2.36428 1.68470
35 H -2.91072 -1.04965 1.79114
36 C 0.24585 6.87621 -2.34528
37 C 0.37992 5.52224 -1.68096
38 C -0.34112 5.46165 -0.34593
39 O -0.08891 4.55332 -2.65937
40 P -0.84176 3.17643 -2.52190
41 S -1.22043 2.47424 -4.29377
42 S 0.52564 2.10502 -1.34685
43 O -2.09944 3.38458 -1.57361
44 C -3.46604 3.56976 -2.07546
45 C -4.39345 3.16890 -0.95442
46 C -3.64167 5.01227 -2.52373
47 H 0.79544 7.62586 -1.77150
48 H -0.80378 7.17501 -2.39318
49 H 0.64883 6.84518 -3.35736
50 H 1.43169 5.28244 -1.54030
51 H -1.41661 5.57001 -0.47227
52 H 0.01783 6.28786 0.27152
53 H -0.14114 4.52782 0.17842
54 H -3.58101 2.89840 -2.92071
55 H -4.23197 3.79961 -0.07540
56 H -4.24159 2.12475 -0.67712
57 H -5.42779 3.29124 -1.28241
58 H -3.45554 5.69890 -1.69506
59 H -4.66579 5.16687 -2.87033
60 H -2.96384 5.25284 -3.34547
61 O -0.30915 -0.24938 -2.71092
62 H -0.27818 -1.11031 -3.16152
63 H -0.69558 0.44126 -3.29953



The following is a DFT calculation (ωB97M-V/def2-TZVPD) of C6H10O as an isolated structure.

Its max |F| is 0.46 eV/Å. The calculation puts the orbital gap at 8.9 eV. As for the lowest unoccupied orbital energy: 0.92 eV. The total energy comes out at -8425.807 eV.

Geometry (Å):
1 C 2.24667 0.83535 -0.20340
2 C 0.94369 0.15484 0.04815
3 O 0.28143 0.29172 1.20378
4 C -0.62932 -0.72352 0.80191
5 C -2.02564 -0.10450 0.65972
6 C -1.55448 0.33189 -0.73641
7 C -0.17193 -0.44633 -0.67448
8 H 2.10811 1.92417 -0.22922
9 H 2.97427 0.60833 0.58350
10 H 2.66306 0.52129 -1.16462
11 H 1.31387 -1.55375 0.57578
12 H 0.52058 -1.77723 0.95790
13 H -2.22154 0.68672 1.38793
14 H -2.82958 -0.84388 0.66732
15 H -2.14647 -0.11354 -1.53786
16 H -1.47396 1.40792 -0.89392
17 H 0.00125 -1.19949 -1.44609